This record from the OMol25 dataset describes 2 unconnected molecules or ions with the total composition C5H9IO. The level of theory is ωB97M-V/def2-TZVPD.

```
16
Properties=species:S:1:pos:R:3:forces:R:3:nbo_charge:R:1
C -0.435 -0.049 1.971 -1.755 0.999 1.813 -0.4588
C 0.092 1.194 1.348 1.859 1.157 -0.730 -0.4587
C -0.907 0.367 0.660 1.114 -0.988 -4.408 -0.1495
C 1.089 -0.824 -1.192 3.509 -2.029 1.934 -0.7684
C -0.261 -0.426 -1.268 -4.582 2.546 3.057 0.2502
O -0.597 0.651 -2.122 -1.354 -1.959 2.421 -0.7111
I -1.603 -2.184 -1.372 0.245 0.690 -0.383 0.0274
H 0.177 -0.899 2.132 0.357 -0.652 0.192 0.2269
H -1.138 0.311 2.792 0.848 -1.481 -0.805 0.2185
H -0.283 2.119 1.802 0.530 -0.192 -0.312 0.2166
H 1.182 1.217 0.984 -1.796 0.047 0.465 0.2077
H -1.888 0.668 0.337 -0.162 0.074 0.319 0.2182
H 1.204 -1.844 -0.665 -0.331 1.580 -0.838 0.2555
H 1.702 -0.137 -0.542 -0.477 -0.260 -0.913 0.2337
H 1.556 -0.960 -2.163 0.216 0.142 -0.297 0.2223
H 0.110 0.795 -2.701 1.780 0.326 -1.517 0.4696
```
Forces are in eV/Å.

Values from the calculation:
LUMO, eV: 0.5
Energy above the lowest of the compared OMol25 structures with the same formula, charge and spin, kcal/mol: 77.8
Highest occupied orbital energy, eV: -8.38
Gap between HOMO and LUMO, eV: 8.860

=====

This record from the OMol25 dataset describes 2 unconnected molecules or ions with the total composition C3H8O2S2. The level of theory is ωB97M-V/def2-TZVPD.

```
15
Properties=species:S:1:pos:R:3:forces:R:3:nbo_charge:R:1
C 0.082 2.075 1.390 -0.258 -0.144 -0.289 -0.5367
C -0.009 1.462 2.759 -0.231 -0.208 0.622 0.4394
O -0.990 1.519 3.453 -0.049 0.045 -0.187 -0.5088
C 1.103 1.408 0.470 0.811 0.779 0.402 -0.5504
S 0.330 -0.049 -0.234 -0.213 -0.329 0.391 0.1197
S 1.743 -0.962 -1.358 0.435 0.093 -0.663 -0.1255
H -0.925 2.132 0.953 0.194 -0.144 0.093 0.2417
H 0.368 3.107 1.557 0.234 0.351 0.048 0.2497
H 0.896 0.974 3.188 0.079 0.088 -0.406 0.1067
H 1.480 2.118 -0.275 -0.374 -0.281 -0.157 0.2285
H 1.995 1.163 1.072 -0.321 -0.288 -0.173 0.2150
H 2.582 -1.545 -0.480 -0.308 0.039 0.317 0.1207
H -3.245 -5.065 -3.815 0.111 -0.092 0.008 0.4662
H -2.899 -3.741 -4.453 0.176 -0.064 -0.019 0.4666
O -2.511 -4.595 -4.227 -0.286 0.155 0.012 -0.9328
```
Forces are in eV/Å.

Values from the calculation:
LUMO, eV: 0.5
Energy above the lowest of the compared OMol25 structures with the same formula, charge and spin, kcal/mol: 27.8
Highest occupied orbital energy, eV: -9.22
Gap between HOMO and LUMO, eV: 9.747
Structure (SMILES): O=CCCSS.O

=====

This record from the OMol25 dataset describes a molecular structure, C28H35IrN6O. The level of theory is ωB97M-V/def2-TZVPD.

```
71
Properties=species:S:1:pos:R:3:forces:R:3:lowdin_spin:R:1
Ir 0.021 -0.495 0.063 -0.391 0.164 -0.431 0.0561
C 2.730 -0.891 -1.152 0.015 0.245 -0.129 0.0040
N 1.421 -0.277 -1.566 0.389 -0.543 0.663 0.0067
C 1.063 -0.923 -2.864 -0.080 0.151 -0.083 0.0033
C 1.586 1.175 -1.728 -0.085 0.236 -0.099 0.0784
C 2.538 1.687 -2.583 -0.020 0.027 0.089 -0.0054
C 2.716 3.065 -2.675 -0.027 0.098 0.023 0.1125
C 1.972 3.927 -1.869 0.130 -0.058 -0.101 -0.0081
C 1.003 3.432 -1.023 -0.032 -0.096 0.006 0.0787
C 0.745 2.047 -0.990 0.064 -0.236 -0.120 0.0160
N -0.226 1.423 -0.228 -0.077 0.659 -0.135 0.3412
C -1.258 2.016 0.464 -0.060 -0.085 0.259 0.0185
C -1.784 3.302 0.222 0.110 -0.156 0.021 0.0795
C -2.700 3.838 1.099 -0.113 -0.032 0.139 -0.0083
C -3.099 3.120 2.227 -0.005 0.064 -0.041 0.1177
C -2.674 1.805 2.419 -0.064 0.031 -0.112 -0.0048
C -1.809 1.231 1.515 0.001 0.237 -0.196 0.0822
N -1.511 -0.210 1.543 0.342 -0.391 0.220 0.0074
C -1.093 -0.670 2.904 0.010 0.189 -0.021 0.0028
C -2.781 -0.946 1.228 -0.030 0.090 0.076 0.0049
H 3.469 -0.778 -1.946 -0.015 -0.014 0.036 -0.0001
H 2.577 -1.953 -0.983 0.016 -0.039 -0.026 0.0006
H 3.096 -0.415 -0.249 -0.009 -0.030 0.015 0.0001
H 1.895 -0.824 -3.560 -0.023 0.003 0.011 -0.0001
H 0.188 -0.447 -3.297 0.001 -0.001 0.003 0.0001
H 0.873 -1.980 -2.694 0.009 -0.014 -0.012 0.0005
H 3.163 1.027 -3.171 -0.010 0.061 -0.022 -0.0018
H 3.459 3.463 -3.353 -0.003 -0.005 0.030 0.0051
H 2.165 4.991 -1.897 0.000 -0.005 -0.007 -0.0020
H 0.481 4.104 -0.359 -0.008 -0.009 -0.054 0.0039
H -1.500 3.846 -0.668 -0.012 0.000 0.045 0.0029
H -3.118 4.818 0.910 0.028 0.003 0.018 -0.0021
H -3.785 3.565 2.936 -0.001 -0.010 -0.024 0.0053
H -3.062 1.240 3.257 -0.031 0.026 -0.013 -0.0018
H -1.890 -0.506 3.628 0.013 0.009 -0.031 0.0000
H -0.198 -0.144 3.215 0.010 -0.006 0.020 0.0001
H -0.900 -1.740 2.867 0.018 -0.018 0.023 0.0005
H -3.479 -0.821 2.056 0.002 -0.024 -0.028 -0.0002
H -2.559 -2.004 1.104 -0.018 -0.010 0.013 0.0008
H -3.236 -0.549 0.327 0.004 -0.003 0.000 0.0004
N 0.225 -2.584 0.356 0.015 -0.259 0.093 -0.0005
C -0.617 -3.303 -0.610 -0.020 0.259 -0.009 0.0007
C -0.641 -4.660 -0.730 -0.077 -0.078 -0.066 0.0000
C -1.498 -5.263 -1.681 0.059 -0.033 0.064 0.0000
C -2.301 -4.498 -2.476 -0.046 0.025 -0.053 -0.0001
C -2.287 -3.083 -2.371 -0.014 -0.027 -0.004 -0.0001
C -3.079 -2.227 -3.169 -0.007 -0.049 -0.008 -0.0001
C -2.989 -0.871 -2.999 -0.017 0.032 -0.010 0.0000
C -2.107 -0.356 -2.043 -0.015 -0.025 0.043 0.0000
N -1.348 -1.124 -1.277 -0.315 -0.195 -0.398 0.0011
C -1.433 -2.491 -1.426 0.219 0.070 0.229 0.0001
H -0.060 -2.832 1.302 -0.015 -0.069 -0.006 0.0003
H 1.188 -2.911 0.292 0.006 0.000 -0.056 0.0001
H -0.014 -5.283 -0.102 -0.009 0.003 -0.008 0.0000
H -1.512 -6.341 -1.767 0.000 0.018 -0.004 0.0000
H -2.958 -4.961 -3.202 0.007 0.006 0.012 0.0000
H -3.748 -2.649 -3.908 0.004 -0.001 0.011 0.0000
H -3.580 -0.185 -3.591 0.006 -0.016 0.010 0.0001
H -2.022 0.714 -1.901 0.028 0.004 0.003 -0.0002
C 3.532 2.279 3.282 -0.040 -0.114 -0.028 0.0000
N 2.895 1.018 2.870 0.059 0.061 -0.004 -0.0001
C 3.277 -0.178 3.628 -0.041 0.123 -0.043 0.0000
C 2.041 0.992 1.885 0.007 -0.045 0.011 0.0002
O 1.461 -0.069 1.502 0.188 -0.195 0.160 0.0027
H 3.176 2.559 4.271 0.013 0.005 0.015 0.0000
H 3.296 3.064 2.568 -0.011 0.011 0.018 0.0000
H 4.610 2.135 3.316 0.009 0.013 -0.010 0.0000
H 4.352 -0.325 3.535 0.006 -0.007 0.010 0.0000
H 2.751 -1.044 3.243 -0.012 -0.011 0.006 0.0000
H 3.032 -0.024 4.677 0.007 -0.017 0.015 0.0000
H 1.860 1.950 1.397 -0.047 0.001 -0.017 0.0002
```
Forces are in eV/Å.

Values from the calculation:
LUMO (alpha / beta), eV: -8.8 / -10.8
Total charge: +3
Energy above the lowest of the compared OMol25 structures with the same formula, charge and spin, kcal/mol: 0.0
Highest occupied orbital energy (alpha / beta), eV: -16.57 / -17.38
Spin multiplicity: 2
Gap between HOMO and LUMO (alpha / beta), eV: 7.820 / 6.584

=====

This record from the OMol25 dataset describes C9H21BrO5P2S in the gas phase. The level of theory is ωB97M-V/def2-TZVPD.

```
39
Properties=species:S:1:pos:R:3:forces:R:3:nbo_charge:R:1
C 1.207 2.671 0.858 0.002 0.044 -0.027 -0.6021
C 1.086 2.925 -0.643 -0.039 0.004 0.005 -0.4513
C 1.607 1.795 -1.540 -0.022 -0.278 0.029 0.0785
Br 2.876 2.453 -2.867 0.035 0.051 -0.025 0.0000
O 2.250 0.789 -0.762 -0.059 0.000 0.012 -0.8232
P 2.287 -0.724 -1.219 0.142 0.192 0.193 2.5719
O 1.817 -1.031 -2.556 -0.070 -0.041 -0.081 -1.0518
O 1.518 -1.546 -0.050 -0.269 0.041 -0.014 -0.5808
O 0.959 -0.732 1.006 0.039 -0.079 -0.009 -0.2444
C -0.400 -1.143 1.199 0.068 -0.066 -0.007 -0.0747
C -1.392 -0.577 0.186 0.131 0.051 -0.060 -0.2498
C -1.481 -1.407 -1.110 0.000 -0.022 0.003 -0.6322
C -2.771 -0.391 0.849 0.013 -0.054 0.090 -0.2097
C -3.626 0.580 0.025 -0.062 0.037 -0.053 -0.6075
C -3.472 -1.742 1.113 0.004 -0.070 -0.040 -0.6244
O 3.796 -1.141 -0.949 -0.080 0.009 -0.216 -1.0813
P 4.631 -1.384 0.432 -0.036 -0.032 0.057 1.1562
S 6.134 -0.263 0.745 0.016 0.016 -0.016 -0.5041
H 0.519 1.896 1.193 0.045 -0.059 -0.001 0.2049
H 0.969 3.589 1.395 -0.026 -0.009 -0.014 0.2161
H 2.216 2.369 1.135 -0.021 0.029 -0.006 0.2235
H 1.602 3.849 -0.900 0.022 -0.056 0.012 0.2293
H 0.035 3.072 -0.906 0.029 0.065 -0.001 0.2156
H 0.829 1.324 -2.137 0.002 0.063 0.041 0.2132
H -0.592 -0.751 2.202 -0.007 0.064 -0.054 0.2041
H -0.435 -2.235 1.256 0.011 0.025 -0.016 0.1921
H -1.023 0.427 -0.061 -0.028 0.004 0.058 0.2059
H -2.519 -1.537 -1.423 0.031 0.007 0.003 0.2119
H -1.048 -2.400 -0.983 -0.045 0.012 0.018 0.2169
H -0.953 -0.945 -1.940 0.110 0.026 -0.010 0.2304
H -2.587 0.084 1.819 -0.046 -0.020 -0.015 0.1961
H -4.690 0.350 0.096 0.039 0.036 0.070 0.2111
H -3.489 1.609 0.364 0.049 -0.012 -0.053 0.2117
H -3.357 0.548 -1.034 -0.063 -0.053 0.024 0.2076
H -3.733 -1.865 2.165 0.001 0.042 -0.023 0.2171
H -4.399 -1.833 0.543 0.065 -0.005 -0.016 0.2127
H -2.844 -2.592 0.835 -0.035 0.031 0.037 0.2070
H 3.599 -1.337 1.376 0.017 -0.016 0.066 -0.0473
H 4.876 -2.755 0.285 0.037 0.018 0.040 -0.0495
```
Forces are in eV/Å.

Values from the calculation:
LUMO, eV: 0.6
Highest occupied orbital energy, eV: -9.36
Gap between HOMO and LUMO, eV: 9.944
Structure (SMILES): CC[C@@H](Br)O[P@](=O)(OOC[C@@H](C)C(C)C)O[PH2]=S

=====

Table of F_max (Eh/bohr), in record order: 0.1180 0.0232 0.0183 0.0060